Record 1
A single C5H6S2 molecule in a non-equilibrium geometry. Source: the OMol25 dataset; level of theory: ωB97M-V/def2-TZVPD.

Structure (XYZ):
```
13
Properties=species:S:1:pos:R:3:forces:R:3:nbo_charge:R:1
C 1.282537 2.339007 -0.298739 0.7 4.1 0.8 -0.43
C 1.226214 1.076791 0.000524 -5.6 -2.0 -0.3 -0.22
C -0.343731 0.405068 0.096886 4.2 -0.1 0.3 -0.25
C -0.348705 -0.915544 -0.009228 2.1 -0.7 -0.9 -0.07
C -1.520101 -1.800578 0.083444 0.3 -0.3 -1.2 -0.67
S 1.247234 -1.855173 -0.321467 -0.7 2.7 0.7 0.10
S 2.449559 -0.074989 0.194304 0.3 -2.0 0.0 0.21
H 2.249822 2.932453 -0.198307 -1.2 -0.9 -0.7 0.21
H 0.346572 2.987475 -0.304885 1.3 -1.1 -0.1 0.21
H -1.214785 0.929204 0.462560 0.1 0.5 -0.3 0.23
H -1.263352 -2.829501 0.229248 0.2 -0.5 0.5 0.23
H -2.093533 -1.805584 -0.842677 -0.3 0.4 0.1 0.23
H -2.017726 -1.388629 0.908332 -1.6 0.0 1.1 0.23
```
Positions in Å, forces in eV/Å.

Computed properties:
SMILES	C=C1C=C(C)SS1
energy	-26950.5172	eV
ΔE to the lowest compared entry with this formula, charge and spin	1.408	eV
LUMO	-0.134	eV
gap between HOMO and LUMO	7.9	eV

---

Record 2
A molecular structure, C5H6S2 in a non-equilibrium geometry. Source: the OMol25 dataset; level of theory: ωB97M-V/def2-TZVPD.

Structure (XYZ):
```
13
Properties=species:S:1:pos:R:3:forces:R:3:nbo_charge:R:1
C -2.392432 -1.911348 -0.322765 1.8 2.4 4.1 -0.39
C -1.112608 -1.338245 -0.294772 -2.2 0.2 -2.8 -0.16
C -0.812887 -0.379611 0.846761 -0.2 -2.2 0.8 -0.60
C -0.041755 0.667266 0.210054 1.2 3.6 -0.8 -0.10
C 1.394833 0.501220 -0.259548 -1.1 -4.4 2.4 -0.29
H -2.785874 -2.398286 -1.120488 -0.8 -1.6 -2.3 0.19
H -3.287649 -1.880050 0.661727 3.4 0.2 -3.0 0.20
H -0.139622 -1.125890 -1.319054 -3.8 -1.5 3.1 0.24
H -1.777943 0.055007 1.264105 1.5 -0.8 -0.2 0.26
H -0.229343 -1.118801 1.498761 -0.5 1.8 0.0 0.27
H 1.865753 1.276067 -0.736008 0.8 2.0 -1.1 0.21
S -0.721046 2.166825 -0.117504 0.8 -1.6 0.3 0.09
S 2.230031 -0.919558 0.034540 -0.9 2.0 -0.4 0.08
```
Positions in Å, forces in eV/Å.

Computed properties:
energy	-26947.6365	eV
ΔE to the lowest compared entry with this formula, charge and spin	4.289	eV
LUMO	-2.117	eV
gap between HOMO and LUMO	7.0	eV

---

Record 3
A molecular structure, C5H6S3 in a non-equilibrium geometry. Source: the OMol25 dataset; level of theory: ωB97M-V/def2-TZVPD.

Structure (XYZ):
```
14
Properties=species:S:1:pos:R:3:forces:R:3:nbo_charge:R:1
C -0.028280 0.147148 -0.517722 1.8 -0.9 1.4 -0.31
C 1.474339 -0.427772 -0.603213 0.2 -2.7 -1.4 -0.53
C -0.146388 -0.180229 1.051567 -1.9 0.6 -0.7 -0.24
C -1.227687 -0.544486 -1.269098 0.4 -0.7 -3.6 -0.20
C -1.071521 -1.017386 -2.622299 1.8 -0.1 4.0 -0.37
H -1.050968 2.309337 -1.670630 3.5 -0.7 1.7 0.13
H 1.570113 -1.090977 -1.572944 -0.2 0.5 2.3 0.24
H 2.420392 0.188502 -0.689316 -1.6 0.0 0.4 0.25
H -2.229132 -0.600342 -0.677442 2.0 0.4 -1.3 0.26
H -1.781784 -1.583343 -3.234353 -0.3 0.6 0.7 0.22
H 0.006776 -1.232242 -3.006600 -1.9 1.1 0.6 0.19
S 0.597959 1.788041 -0.921976 -5.3 1.7 -2.1 0.05
S 1.365549 -1.155566 1.157222 -1.3 1.2 -1.1 0.30
S -1.522143 0.251614 1.928247 2.8 -1.0 -0.9 0.02
```
Positions in Å, forces in eV/Å.

Computed properties:
energy	-37782.4769	eV
ΔE to the lowest compared entry with this formula, charge and spin	5.316	eV
LUMO	-0.674	eV
gap between HOMO and LUMO	8.1	eV

---

Record 4
2 unconnected molecules or ions with the total composition C5H6Si in a non-equilibrium geometry. Source: the OMol25 dataset; level of theory: ωB97M-V/def2-TZVPD.

Structure (XYZ):
```
12
Properties=species:S:1:pos:R:3:forces:R:3:mulliken_spin:R:1
C 0.423431 0.072320 -1.415657 0.1 1.6 -0.6 0.08
C 1.561411 -0.752208 -0.893550 -0.1 0.2 1.0 -0.01
C -1.849506 0.858802 1.334367 2.6 -1.9 0.6 0.36
C -0.556503 0.996444 1.689448 -0.5 -2.1 -0.6 0.04
C 0.192487 -1.194394 -1.283168 -0.7 0.2 0.0 0.07
Si -0.928601 -0.841222 1.431209 -0.6 1.9 0.6 1.46
H 0.081090 1.139443 -1.495083 0.3 -1.6 -0.1 0.01
H 2.522703 -0.982008 -1.335162 -0.3 -0.1 -0.9 0.00
H -2.641227 1.479016 1.120273 -1.8 1.2 -0.4 0.01
H 0.107142 1.820862 1.805156 0.1 0.7 0.2 0.01
H -0.582891 -1.923826 -1.130420 0.2 -0.3 -0.5 -0.02
H 1.670465 -0.673229 0.172587 0.5 0.1 0.7 0.01
```
Positions in Å, forces in eV/Å.

Computed properties:
spin multiplicity	3
energy	-13150.3367	eV
ΔE to the lowest compared entry with this formula, charge and spin	0.301	eV
LUMO (spin up / spin down)	0.911 / -2.991	eV
gap between HOMO and LUMO (spin up / spin down)	6.6 / 6.1	eV

---

Record 5
A molecular structure, C5H7AsF3N3ReS5 in a non-equilibrium geometry. Source: the OMol25 dataset; level of theory: ωB97M-V/def2-TZVPD.

Structure (XYZ):
```
25
Properties=species:S:1:pos:R:3:forces:R:3:mulliken_spin:R:1
Re -0.533226 -1.992732 0.202802 -0.2 -0.1 1.7 0.77
S 2.799815 -4.071986 3.026898 -0.5 -0.1 -0.2 -0.02
As 1.902661 -2.561478 1.947505 1.3 0.4 0.7 -0.01
S 1.258414 -3.291218 -0.174201 -0.7 0.3 -0.4 0.08
S -0.361837 -2.229061 2.421424 -0.3 0.0 -1.0 0.15
S 2.880808 -0.730079 1.856398 -0.3 -0.1 -0.2 0.04
C 2.549173 2.691437 -0.540559 0.0 0.0 0.0 0.00
C 1.414897 2.695511 0.488609 0.0 0.1 -0.1 0.00
C 0.280828 1.836563 0.042917 -0.3 0.0 -0.1 0.00
N 0.088163 0.639312 0.422991 0.2 0.1 0.0 -0.01
N -0.955752 -0.004099 -0.209341 0.7 -0.1 -0.1 0.00
C -1.604191 0.762930 -1.077459 0.1 0.0 0.0 0.00
N -2.624438 0.348216 -1.819409 -0.1 0.1 0.0 0.00
S -0.924123 2.342450 -1.155966 0.0 0.1 0.0 0.00
H 3.361774 3.329870 -0.196839 0.0 0.0 0.0 0.00
H 2.213372 3.060476 -1.511787 0.0 0.0 0.0 0.00
H 2.936168 1.679396 -0.661731 0.0 0.0 0.0 0.00
H 1.059819 3.712680 0.663087 0.0 0.0 0.0 0.00
H 1.765822 2.278745 1.432143 0.0 0.0 0.0 0.00
H -3.028069 -0.561738 -1.647141 0.0 0.0 0.0 0.00
H -3.136277 0.998656 -2.388161 0.0 0.0 0.0 0.00
F -3.359280 -1.738337 0.288976 -0.1 0.2 0.1 0.00
C -2.452450 -2.654843 -0.168503 0.4 -0.5 -0.4 -0.01
F -2.673212 -2.703863 -1.537514 -0.1 0.1 -0.1 0.00
F -2.858859 -3.836807 0.294861 -0.1 -0.2 0.1 0.00
```
Positions in Å, forces in eV/Å.

Computed properties:
spin multiplicity	2
energy	-135065.8612	eV
ΔE to the lowest compared entry with this formula, charge and spin	0.221	eV
LUMO (spin up / spin down)	-1.980 / -1.782	eV
gap between HOMO and LUMO (spin up / spin down)	5.9 / 6.1	eV

---

Record 6
A single C5H7BFNO2 molecule in a non-equilibrium geometry. Source: the OMol25 dataset; level of theory: ωB97M-V/def2-TZVPD.

Structure (XYZ):
```
17
Properties=species:S:1:pos:R:3:forces:R:3:nbo_charge:R:1
O -1.478521 -0.269676 2.418067 0.6 0.1 -0.3 -0.87
B -1.435379 0.215679 1.153501 1.5 -0.3 -1.7 1.14
O -2.417699 0.932149 0.496311 0.1 0.1 0.5 -0.92
C -0.195517 -0.242550 0.145484 -0.3 -1.8 -0.8 -0.58
C -0.304393 0.388774 -1.216830 -1.6 1.5 0.7 -0.20
C 0.729404 0.433241 -2.068761 -1.2 -0.2 2.6 -0.06
N 1.941862 -0.199117 -1.853086 1.5 -1.9 0.3 -0.49
C 2.172084 -0.675046 -0.714536 -1.8 0.9 1.0 0.68
F 3.152247 -1.555969 -0.444995 0.0 0.7 -0.6 -0.32
C 1.316532 -0.326688 0.529418 -0.8 1.4 -1.7 -0.48
H -2.360267 -0.251856 2.752282 -1.0 0.1 0.8 0.49
H -3.010644 1.533699 0.958924 0.0 -0.4 0.2 0.51
H -0.504773 -1.350416 -0.090569 0.3 1.4 0.6 0.23
H -1.338097 0.906901 -1.289477 2.2 -0.9 -1.0 0.24
H 0.664673 0.920571 -2.955818 -0.2 1.4 -2.5 0.19
H 1.652882 0.619331 0.969559 0.1 -0.1 -0.2 0.22
H 1.415606 -1.079026 1.210526 0.6 -1.9 2.1 0.23
```
Positions in Å, forces in eV/Å.

Computed properties:
SMILES	OB(O)[C@H]1C=CN=C(F)C1
energy	-14278.7415	eV
ΔE to the lowest compared entry with this formula, charge and spin	1.409	eV
LUMO	0.012	eV
gap between HOMO and LUMO	8.5	eV

---

Record 7
A molecular structure, C5H7BN3O4Tl in a non-equilibrium geometry. Source: the OMol25 dataset; level of theory: ωB97M-V/def2-TZVPD.

Structure (XYZ):
```
21
Properties=species:S:1:pos:R:3:forces:R:3:nbo_charge:R:1
N 2.502629 0.818442 2.141091 0.5 -0.1 0.5 -0.24
C 1.403291 0.707918 1.827325 -0.1 0.4 -0.9 0.41
O 0.175032 0.668206 1.407960 0.5 -0.3 -0.9 -0.52
C 0.015828 0.585460 -0.060721 -1.5 0.5 -1.2 0.49
C 1.277703 0.768971 -0.904373 1.5 -1.0 -0.5 -0.30
N 2.123535 -0.383752 -0.960286 -1.2 -0.2 -0.1 -0.57
O -0.797788 1.621773 -0.390528 -0.4 0.7 2.3 -0.40
B -2.167627 1.169357 -0.566112 1.3 -0.6 -3.4 0.37
O -2.018280 -0.113817 -1.084150 -0.2 -0.2 0.7 -0.50
C -0.909513 -0.654251 -0.347989 0.3 -1.0 1.1 0.20
N -0.303799 -1.831966 -0.868651 -0.1 0.7 -0.2 -0.59
C -0.593218 -2.876783 -0.267312 -0.1 -0.2 0.0 0.93
O -0.855109 -3.831958 0.299933 0.2 -0.1 -0.2 -0.34
H 1.856107 1.630853 -0.554105 -0.3 0.3 0.3 0.30
H 0.978673 0.994381 -1.925703 -0.3 0.3 -0.1 0.29
H 2.112859 -0.852444 -1.860236 0.3 0.0 -0.1 0.42
H 1.976872 -1.077737 -0.238385 0.5 0.0 0.2 0.39
H -2.493760 1.126369 0.659210 -0.4 0.6 0.2 0.29
H -3.001695 1.881294 -1.113725 -0.3 0.1 0.6 0.20
H -1.325801 -0.882202 0.637518 -0.1 -0.1 0.2 0.17
Tl 0.044071 0.531878 4.169245 -0.2 0.0 1.3 1.00
```
Positions in Å, forces in eV/Å.

Computed properties:
energy	-23305.0590	eV
LUMO	-13.124	eV
gap between HOMO and LUMO	4.1	eV
total charge	+2

---

Record 8
2 unconnected molecules or ions with the total composition C5H7BrN3O2 in a non-equilibrium geometry. Source: the OMol25 dataset; level of theory: ωB97M-V/def2-TZVPD.

Structure (XYZ):
```
18
Properties=species:S:1:pos:R:3:forces:R:3:mulliken_spin:R:1
C -0.152950 -1.992019 -0.858399 3.6 -4.4 2.2 0.23
C 0.951443 -2.109440 -0.027833 -3.1 0.1 -3.1 0.39
C 1.281120 0.994629 0.987660 0.2 0.9 -1.2 0.00
C -1.422767 -0.011553 -1.452667 -0.6 2.0 -1.1 -0.03
C -2.465874 0.748422 -0.664279 0.0 -2.8 0.6 0.08
N -0.671086 -0.905358 -1.103143 -2.8 3.7 -0.4 0.41
N 1.729189 -2.286012 0.814889 -2.7 0.1 -1.4 0.24
N 1.942522 1.833400 1.814362 -1.2 -0.8 -0.3 0.00
O 0.425346 0.181042 1.133279 0.5 0.4 0.7 0.01
O 2.597496 -2.444733 1.527249 5.5 -0.8 4.2 0.62
Br 1.875016 1.401435 -0.960190 -0.1 -0.4 0.9 0.00
H -0.604796 -2.883164 -1.217464 0.0 -0.9 -0.5 0.04
H -1.216676 0.361474 -2.457141 -0.3 0.3 -0.3 0.02
H -3.448816 0.447026 -1.061762 0.3 0.5 -0.3 -0.01
H -2.255594 1.781335 -0.844653 -0.2 0.7 0.5 -0.01
H -2.490547 0.310271 0.366565 0.3 1.2 -0.6 0.01
H 1.426786 2.052417 2.672329 0.7 0.0 -0.3 0.00
H 2.500184 2.520822 1.331190 0.0 0.2 0.4 0.00
```
Positions in Å, forces in eV/Å.

Computed properties:
spin multiplicity	3
energy	-83892.2061	eV
LUMO (spin up / spin down)	-3.346 / -7.861	eV
gap between HOMO and LUMO (spin up / spin down)	7.6 / 6.3	eV
total charge	+1

---

Record 9
A single C5H7BrNP molecule in a non-equilibrium geometry. Source: the OMol25 dataset; level of theory: ωB97M-V/def2-TZVPD.

Structure (XYZ):
```
15
Properties=species:S:1:pos:R:3:forces:R:3:nbo_charge:R:1
C -1.452763 -0.749169 -0.937036 -1.0 2.4 1.4 -0.90
P -1.224059 0.403930 0.540102 -1.4 -0.1 1.3 0.56
C 0.523046 0.572969 0.507433 1.2 3.9 -2.1 -0.22
C 1.618025 -0.151272 0.797404 1.6 -0.1 -1.0 -0.29
C 2.745601 0.433130 0.136521 1.2 -0.4 -0.5 -0.17
Br 4.540343 -0.376781 0.108422 -1.4 0.7 0.1 0.02
C 2.373737 1.554423 -0.577452 2.7 2.6 0.0 -0.03
N 1.103909 1.853017 -0.315403 -3.3 -2.5 1.0 -0.56
H -2.534895 -1.033485 -0.988351 1.3 -0.3 0.0 0.24
H -0.647948 -1.382414 -0.633746 0.0 -1.3 -1.2 0.24
H -1.241734 0.065315 -1.650826 0.2 -1.1 -0.5 0.23
H -1.199924 -0.534912 1.651682 -0.1 0.4 -0.7 -0.03
H 1.732689 -1.106763 1.294446 -0.5 0.2 0.1 0.25
H 3.033661 2.450384 -1.039032 -1.4 -2.8 0.9 0.23
H 0.547669 2.602509 -0.818791 0.9 -1.6 1.1 0.43
```
Positions in Å, forces in eV/Å.

Computed properties:
SMILES	CPc1cc(Br)c[nH]1
energy	-86117.4651	eV
ΔE to the lowest compared entry with this formula, charge and spin	1.242	eV
LUMO	0.746	eV
gap between HOMO and LUMO	8.9	eV